# C2H8NS

A 2-piece molecular cluster, C2H8NS overall (wB97M-V/def2-TZVPD, the OMol25 dataset).

CARTESIAN COORDINATES (ANGSTROEM)
S (1.00045, 0.55390, -3.04987)
H (0.76876, 1.85484, -2.77818)
C (0.31909, 0.73692, 0.95916)
C (-0.15627, -0.38333, 0.01989)
N (-0.62583, -1.53415, 0.81554)
H (-0.39073, 1.56346, 1.01367)
H (1.23757, 1.18749, 0.58256)
H (0.43258, 0.32953, 1.96479)
H (0.69110, -0.74736, -0.53902)
H (-0.91607, 0.00948, -0.65436)
H (-0.99346, -2.26329, 0.20648)
H (-1.36719, -1.30748, 1.45933)

Output
HOMO, hartree: -0.0898
Gap between HOMO and LUMO, eV: 6.54
Total energy, hartree: -533.9573
Energy relative to the best compared isomer or geometry (same formula, charge and spin), eV: 0.375
Charge: -1
E_LUMO, hartree: 0.15065